Formula: C4H5NS
Source: the Open Molecules 2025 dataset
Level of theory: ωB97M-V/def2-TZVPD

For the molecular weight, the calculation gives 99.2 g/mol. Its largest force on an atom is 2.55 eV/A. The SMILES is CC(=S)CC#N. For the gap between HOMO and LUMO, the calculation gives 0.3113 Eh. For the energy relative to the best compared isomer or geometry (same formula, charge and spin), the calculation gives 90.5 kJ/mol.

ORCA input file:
```
! wB97M-V def2-TZVPD RIJCOSX def2/J DEFGRID3
* xyz 0 1
C -1.30295 -0.55987 0.20585
C -0.36969 0.23050 -0.69025
S -0.47114 0.24414 -2.35892
C 0.81223 0.83448 0.00315
C 1.72845 -0.29723 0.47014
N 2.36334 -1.15723 0.94255
H -1.79324 0.16844 0.94872
H -0.72125 -1.28074 0.77150
H -1.98369 -1.01838 -0.48713
H 1.29046 1.50418 -0.70127
H 0.44749 1.33171 0.89567
*
```

***

Formula: FH3N2OS
Source: the Open Molecules 2025 dataset
Level of theory: ωB97M-V/def2-TZVPD

For the molecular weight, the calculation gives 98.1 g/mol. Its largest force on an atom is 6.83 eV/A. The SMILES is N=[S@@](N)(=O)F. For the gap between HOMO and LUMO, the calculation gives 0.4134 Eh. For the energy relative to the best compared isomer or geometry (same formula, charge and spin), the calculation gives 55.0 kJ/mol.

ORCA input file:
```
! wB97M-V def2-TZVPD RIJCOSX def2/J DEFGRID3
* xyz 0 1
N -0.36019 -0.27906 -1.37452
S 0.44227 -0.13703 -0.11768
N -0.70963 0.14910 0.96844
O 1.42321 -1.24638 0.48023
F 1.27468 1.38066 -0.16172
H -0.17395 -1.03348 -2.04034
H -1.50877 0.52937 0.41800
H -0.38762 0.63682 1.82759
*
```

***

Formula: C4H12IN2O
Source: the Open Molecules 2025 dataset
Level of theory: ωB97M-V/def2-TZVPD

For the molecular weight, the calculation gives 231.1 g/mol. Its largest force on an atom is 3.45 eV/A. The SMILES is CC(C)[NH2+][C@H](O)NI. For the gap between HOMO and LUMO, the calculation gives 0.3308 Eh. For the energy relative to the best compared isomer or geometry (same formula, charge and spin), the calculation gives 124.5 kJ/mol.

ORCA input file:
```
! wB97M-V def2-TZVPD RIJCOSX def2/J DEFGRID3
* xyz 1 1
C -1.45726 0.80252 0.66990
C -0.27390 0.64518 -0.31204
C -0.71815 0.77714 -1.83423
N 0.32816 -0.76182 -0.04048
C 1.52824 -0.78798 1.02892
O 2.56712 -0.59852 0.13047
N 1.52496 -2.03955 1.76155
I 0.04566 -2.71885 2.96977
H -2.35597 0.17110 0.56068
H -0.94523 0.56821 1.56506
H -1.86387 1.72278 0.95989
H 0.63739 1.30778 -0.13370
H -1.38164 -0.07660 -1.90136
H -0.00254 0.73141 -2.61873
H -1.34638 1.69457 -1.93867
H 0.83640 -1.21562 -0.78832
H -0.40995 -1.38967 0.23846
H 1.47821 -0.01456 1.71478
H 3.30883 -0.70723 0.69583
H 2.17490 -2.76154 1.47473
*
```

***

Formula: C5H8O
Source: the Open Molecules 2025 dataset
Level of theory: ωB97M-V/def2-TZVPD

For the molecular weight, the calculation gives 84.1 g/mol. Its largest force on an atom is 0.34 eV/A. The SMILES is C=C[C@@H]1O[C@@H]1C. For the gap between HOMO and LUMO, the calculation gives 0.3961 Eh. For the energy relative to the best compared isomer or geometry (same formula, charge and spin), the calculation gives 180.7 kJ/mol.

ORCA input file:
```
! wB97M-V def2-TZVPD RIJCOSX def2/J DEFGRID3
* xyz 0 1
C -0.34700 1.06565 1.56198
C -0.07407 -0.23280 1.45767
C 0.83994 -0.80223 0.43627
O 1.58661 0.10588 -0.35599
C 0.55578 -0.62332 -1.00794
C -0.62037 0.17079 -1.51252
H -1.07936 1.44082 2.26959
H 0.14870 1.78951 0.92018
H -0.57662 -0.95890 2.09373
H 1.39312 -1.69598 0.73716
H 0.93361 -1.39565 -1.68162
H -1.29761 -0.46385 -2.09113
H -0.27542 0.99226 -2.14639
H -1.18731 0.60782 -0.68100
*
```

***

Formula: C41H62N11O6PTi
Source: the Open Molecules 2025 dataset
Level of theory: ωB97M-V/def2-TZVPD

For the molecular weight, the calculation gives 883.9 g/mol. Its largest force on an atom is 3.81 eV/A. For the gap between HOMO and LUMO (spin up / spin down), the calculation gives 0.2026 / 0.2439 Eh. For the energy relative to the best compared isomer or geometry (same formula, charge and spin), the calculation gives 200.1 kJ/mol.

ORCA input file:
```
! wB97M-V def2-TZVPD RIJCOSX def2/J DEFGRID3
* xyz -1 2
Ti 0.96410 -0.99642 0.77948
C -2.88280 -2.78212 2.15498
N -1.44430 -2.98622 2.16068
C -0.97010 -3.15782 3.52988
C -1.02900 -4.11872 1.36418
C -1.48040 -5.38612 1.70148
C -1.04990 -6.52802 1.05268
C -0.12200 -6.39402 0.03278
C 0.32600 -5.14752 -0.33262
C -0.11220 -3.95842 0.29518
N 0.37020 -2.74102 -0.10192
C 0.94310 -2.67542 -1.35782
C 0.27930 -3.09742 -2.52012
C 0.90700 -3.07512 -3.74842
C 2.22410 -2.65662 -3.85562
C 2.88180 -2.18222 -2.72582
C 2.24410 -2.14572 -1.49592
N 2.86600 -1.66372 -0.28812
C 3.61630 -2.76422 0.31778
C 3.73900 -0.51092 -0.49272
H -3.44960 -3.65042 2.53308
H -3.23090 -2.56092 1.14698
H -3.11770 -1.93502 2.80288
H -1.52100 -3.94922 4.06438
H -1.08150 -2.22182 4.08148
H 0.08500 -3.41872 3.50528
H -2.18850 -5.48812 2.51208
H -1.41540 -7.49922 1.34898
H 0.26020 -7.26692 -0.47842
H 1.06280 -5.07502 -1.12372
H -0.74410 -3.43382 -2.43632
H 0.37160 -3.39962 -4.63022
H 2.73630 -2.68062 -4.80742
H 3.90110 -1.83202 -2.82292
H 4.41810 -3.10992 -0.35532
H 2.94030 -3.59742 0.52248
H 4.06400 -2.43482 1.25648
H 4.61260 -0.73822 -1.12182
H 4.10320 -0.16002 0.47438
H 3.14710 0.28388 -0.94972
O 4.54690 -0.62552 5.59788
C 3.82090 -0.71252 4.62378
C 2.98660 -1.92012 4.24328
O 2.93930 -2.98842 4.86208
C 2.30740 -1.52762 3.03118
C 2.64110 -0.18732 2.67668
O 2.06300 0.25788 1.60148
C 3.61040 0.36888 3.57598
O 4.19700 1.45668 3.53028
O 1.51450 -2.14032 2.21708
O -2.01550 -1.41212 -0.75962
H -1.64600 -2.19032 -0.32112
H -1.21960 -0.85572 -0.93412
C -3.08650 2.30218 5.39428
C -3.87750 1.23028 4.65008
C -3.66710 -0.13802 5.29468
C -3.52640 1.21328 3.15308
N -2.22320 0.68318 2.86168
C -1.81300 0.11278 1.69558
N -0.55230 -0.27702 1.86698
N -0.21720 0.06898 3.10888
N -1.18130 0.63688 3.70728
H -3.39970 2.34048 6.43498
H -3.25300 3.28048 4.94928
H -2.02580 2.07278 5.35478
H -4.94550 1.48298 4.70268
H -2.61210 -0.39962 5.28498
H -4.23160 -0.90802 4.77228
H -3.99940 -0.11652 6.32978
H -3.59340 2.23628 2.75628
H -4.24980 0.59168 2.61278
H -2.42780 -0.06152 0.83758
N 0.37390 0.11578 -0.74322
P 0.20820 1.42858 -1.52562
N 0.68500 1.45258 -3.16452
C 0.04060 2.01278 -4.32162
C 0.01300 0.97208 -5.44432
C 1.44300 0.52998 -5.80992
C 2.47000 1.11568 -4.84392
C 2.01620 0.92078 -3.40172
N -1.39420 2.06818 -1.76382
C -1.97680 2.90248 -0.74432
C -3.08370 3.75958 -1.36332
C -4.14740 2.86208 -1.98842
C -3.48890 1.93098 -3.00102
C -2.37490 1.15048 -2.30352
N 1.05870 2.77518 -0.94322
C 1.45430 2.83468 0.45558
C 1.44010 4.26818 0.97068
C 2.49390 5.09868 0.22818
C 2.67300 4.57208 -1.20172
C 1.36790 3.96278 -1.70962
H 0.56250 2.91278 -4.68442
H -0.96440 2.31118 -4.04132
H -0.50530 1.37598 -6.31812
H -0.55620 0.11048 -5.08962
H 1.69230 0.83188 -6.83082
H 1.50440 -0.55712 -5.75572
H 2.62750 2.17688 -5.04742
H 3.42830 0.61098 -4.98102
H 2.73230 1.41358 -2.72832
H 2.01550 -0.14612 -3.16702
H -1.19560 3.53638 -0.32552
H -2.41290 2.30478 0.07628
H -2.64970 4.39428 -2.13762
H -3.52980 4.40488 -0.60312
H -4.92090 3.46418 -2.47082
H -4.62140 2.26408 -1.20542
H -3.07570 2.52208 -3.82202
H -4.22050 1.23508 -3.41732
H -1.86730 0.47148 -2.99002
H -2.83680 0.54148 -1.51572
H 2.46300 2.42808 0.59838
H 0.77180 2.19958 1.02728
H 1.65070 4.25598 2.03938
H 0.44690 4.70178 0.82798
H 3.44690 5.03968 0.75608
H 2.18780 6.14808 0.20398
H 3.44040 3.79578 -1.21672
H 2.99440 5.37528 -1.86992
H 1.46440 3.68738 -2.76042
H 0.56770 4.71698 -1.63642
*
```